Entry 1:
Computed, not measured: C63H78ClN5O3PRbS as an isolated structure, with ωB97M-V/def2-TZVPD.

Calculated values
- net charge = -2
- molecular weight (g/mol) = 1137.3
- calculated total energy (hartree) = -4170.91875
- gap between HOMO and LUMO (alpha / beta) (eV) = 5.230 / 5.229

Positions of all 153 atoms, in Å:
Rb: -0.241 -1.233 -0.351
C: -3.357 5.285 -5.154
C: -1.897 5.056 -4.733
C: -1.484 6.197 -3.804
C: -1.002 5.112 -5.980
C: -1.780 3.696 -4.054
C: -1.420 3.532 -2.754
C: -1.272 2.234 -2.174
N: -0.836 1.994 -0.932
C: -0.895 2.826 0.090
C: -1.800 3.940 0.188
C: -1.861 4.710 1.296
C: -0.960 4.408 2.380
C: -0.094 3.368 2.412
C: -0.022 2.477 1.232
O: 0.759 1.521 1.173
C: 0.764 3.061 3.636
C: 0.407 1.665 4.170
C: 2.253 3.113 3.264
C: 0.537 4.070 4.763
C: -2.851 5.855 1.478
C: -3.781 6.001 0.274
C: -2.076 7.170 1.650
C: -3.714 5.613 2.725
C: -1.491 1.034 -2.984
O: -1.369 -0.096 -2.491
C: -1.911 1.243 -4.378
C: -2.051 2.516 -4.828
C: -2.157 0.024 -5.262
C: -3.305 -0.818 -4.683
C: -2.539 0.417 -6.690
C: -0.882 -0.832 -5.337
H: -3.472 6.264 -5.631
H: -3.690 4.522 -5.860
H: -4.014 5.243 -4.283
H: -1.578 7.151 -4.330
H: -2.117 6.240 -2.916
H: -0.448 6.090 -3.477
H: -1.089 6.088 -6.468
H: 0.043 4.955 -5.706
H: -1.274 4.348 -6.708
H: -1.124 4.380 -2.153
H: -2.511 4.067 -0.615
H: -1.022 5.044 3.254
H: 0.640 0.884 3.452
H: 0.962 1.467 5.093
H: -0.657 1.580 4.396
H: 2.486 2.380 2.500
H: 2.523 4.106 2.890
H: 2.862 2.902 4.148
H: -0.492 4.044 5.129
H: 1.190 3.811 5.599
H: 0.774 5.093 4.455
H: -3.221 6.205 -0.641
H: -4.374 5.099 0.116
H: -4.468 6.834 0.441
H: -1.459 7.365 0.770
H: -2.767 8.007 1.782
H: -1.417 7.134 2.519
H: -4.260 4.672 2.636
H: -3.111 5.561 3.632
H: -4.438 6.424 2.849
H: -2.351 2.663 -5.859
H: -4.216 -0.217 -4.608
H: -3.510 -1.671 -5.335
H: -3.056 -1.196 -3.695
H: -3.465 0.998 -6.718
H: -1.750 0.996 -7.179
H: -2.700 -0.492 -7.272
H: -0.583 -1.179 -4.351
H: -1.065 -1.706 -5.970
H: -0.059 -0.257 -5.773
Cl: -4.638 -4.845 -5.882
C: -3.656 -4.439 -4.478
C: -4.289 -4.129 -3.258
C: -3.549 -3.789 -2.162
C: -2.103 -3.744 -2.190
O: -1.422 -3.448 -1.186
C: -1.504 -4.036 -3.473
C: -0.087 -3.898 -3.672
N: 0.754 -3.498 -2.793
C: 2.096 -3.422 -3.080
C: 2.795 -4.416 -3.736
C: 4.186 -4.322 -3.940
C: 4.892 -3.243 -3.492
C: 4.215 -2.204 -2.805
C: 4.882 -1.065 -2.301
C: 4.180 -0.115 -1.626
C: 2.792 -0.304 -1.433
N: 2.135 -1.335 -1.893
C: 2.824 -2.285 -2.586
C: -2.295 -4.383 -4.579
H: -5.371 -4.158 -3.204
H: -4.026 -3.542 -1.222
H: 0.268 -4.124 -4.693
H: 2.254 -5.293 -4.067
H: 4.700 -5.130 -4.450
H: 5.963 -3.171 -3.639
H: 5.952 -0.969 -2.451
H: 4.665 0.754 -1.214
H: 2.215 0.428 -0.867
H: -1.814 -4.580 -5.532
C: 1.654 -3.709 5.163
C: 2.756 -2.738 4.719
C: 4.108 -3.249 5.214
C: 2.488 -1.375 5.374
P: 2.494 -2.416 2.883
C: 3.932 -1.298 2.567
C: 5.292 -1.619 2.614
C: 6.266 -0.638 2.505
C: 5.901 0.695 2.355
C: 4.559 1.030 2.282
C: 3.587 0.040 2.374
C: 2.774 -4.001 1.896
C: 3.863 -4.975 2.351
C: 3.026 -3.619 0.430
C: 1.416 -4.721 1.927
H: 1.611 -3.734 6.257
H: 1.862 -4.725 4.819
H: 0.669 -3.421 4.785
H: 4.066 -3.333 6.307
H: 4.919 -2.559 4.975
H: 4.357 -4.233 4.820
H: 2.438 -1.502 6.461
H: 1.539 -0.952 5.039
H: 3.280 -0.657 5.149
H: 5.603 -2.646 2.748
H: 7.314 -0.913 2.547
H: 6.663 1.463 2.287
H: 4.253 2.062 2.155
H: 2.540 0.321 2.332
H: 4.836 -4.501 2.471
H: 3.971 -5.760 1.594
H: 3.596 -5.463 3.290
H: 4.003 -3.168 0.243
H: 2.256 -2.941 0.060
H: 2.949 -4.533 -0.169
H: 1.143 -5.041 2.932
H: 1.460 -5.607 1.286
H: 0.608 -4.080 1.572
C: -3.852 -5.848 4.632
C: -3.812 -4.342 4.579
C: -4.980 -3.590 4.685
C: -4.806 -2.218 4.601
N: -3.641 -1.629 4.418
C: -2.540 -2.429 4.300
S: -1.013 -1.715 4.010
N: -2.627 -3.790 4.403
H: -4.576 -6.202 5.368
H: -2.861 -6.227 4.875
H: -4.139 -6.250 3.657
H: -5.952 -4.044 4.824
H: -5.665 -1.554 4.684


Entry 2:
Computed, not measured: a 6-piece molecular cluster, C15H33N3O15S3 overall in a non-equilibrium geometry, with ωB97M-V/def2-TZVPD.

Calculated values
- molecular weight (g/mol) = 591.6
- SMILES = O=S1(=O)OCCO1.O=S1(=O)OCCO1.O=S1(=O)OCCO1.CNC(C)=O.CNC(C)=O.CNC(C)=O
- calculated total energy (hartree) = -3078.61887
- gap between HOMO and LUMO (eV) = 9.562

Positions of all 69 atoms, in Å:
C: 1.062 7.468 0.853
C: 0.108 8.460 0.105
O: -0.836 7.703 -0.579
S: -0.615 6.037 -0.397
O: 0.119 5.494 -1.557
O: -1.931 5.402 -0.110
O: 0.273 6.226 0.914
H: 1.150 7.694 1.916
H: 2.028 7.427 0.350
H: 0.601 9.060 -0.660
H: -0.416 9.100 0.816
C: 1.413 1.787 -6.975
C: 0.558 0.846 -5.981
O: 1.130 -0.499 -5.967
S: 2.626 -0.450 -6.678
O: 2.980 -1.612 -7.539
O: 3.577 0.037 -5.722
O: 2.169 0.793 -7.640
H: 2.028 2.447 -6.363
H: 0.837 2.344 -7.714
H: -0.515 0.946 -6.148
H: 0.563 1.161 -4.938
C: -3.272 3.387 5.187
C: -2.365 2.141 5.244
O: -1.167 2.592 5.695
S: -1.427 3.710 6.894
O: -0.447 4.762 6.802
O: -1.613 3.131 8.229
O: -2.793 4.276 6.117
H: -4.309 3.080 5.323
H: -3.191 3.793 4.178
H: -2.134 1.724 4.264
H: -2.808 1.402 5.911
C: -0.069 -2.902 -1.083
C: -0.824 -1.699 -0.668
O: -0.597 -1.051 0.354
N: -1.945 -1.461 -1.434
C: -2.839 -0.411 -1.079
H: -0.506 -3.752 -0.559
H: 0.996 -2.844 -0.856
H: -0.150 -3.175 -2.135
H: -1.984 -2.210 -2.111
H: -3.794 -0.847 -0.785
H: -2.978 0.272 -1.917
H: -2.666 0.214 -0.203
C: -0.212 -1.540 9.804
C: -0.394 -1.852 8.391
O: -1.468 -1.894 7.822
N: 0.773 -2.065 7.701
C: 0.804 -2.220 6.211
H: -0.317 -2.285 10.594
H: -1.044 -0.890 10.076
H: 0.643 -1.036 10.254
H: 1.604 -1.853 8.234
H: -0.133 -2.550 5.762
H: 1.549 -2.985 5.989
H: 1.032 -1.240 5.792
C: 0.250 -6.611 -7.635
C: 1.369 -7.176 -6.832
O: 1.498 -8.387 -6.765
N: 2.212 -6.278 -6.286
C: 3.254 -6.483 -5.349
H: -0.526 -6.344 -6.918
H: -0.200 -7.327 -8.323
H: 0.640 -5.730 -8.144
H: 2.072 -5.395 -6.756
H: 3.026 -7.354 -4.735
H: 3.294 -5.799 -4.501
H: 4.245 -6.712 -5.741


Entry 3:
Computed, not measured: an isolated ion of composition C6H8N5S and charge +1 in a non-equilibrium geometry, with ωB97M-V/def2-TZVPD.

Calculated values
- net charge = +1
- molecular weight (g/mol) = 182.2
- calculated total energy (hartree) = -904.96543
- gap between HOMO and LUMO (eV) = 7.253

Positions of all 20 atoms, in Å:
C: -2.561 -1.537 0.294
C: 0.335 1.490 -1.747
C: -1.832 0.727 -1.453
C: -0.611 -0.154 0.260
C: -3.071 0.131 -1.325
C: 1.798 -0.388 0.993
N: -3.310 -0.914 -0.485
N: -1.279 -1.132 0.898
N: 0.986 1.241 -0.626
N: 0.615 0.176 0.261
N: -0.867 1.231 -2.179
S: -4.451 0.526 -2.331
H: -2.897 -2.455 0.783
H: 1.027 1.887 -2.545
H: 2.700 0.100 0.832
H: 1.580 -0.539 2.052
H: 2.037 -1.405 0.554
H: -0.739 -1.935 1.238
H: 1.919 1.500 -0.468
H: -3.637 1.140 -3.258


Entry 4:
Computed, not measured: C21H19N10PtS as an isolated structure, with ωB97M-V/def2-TZVPD.

Calculated values
- net charge = +3
- molecular weight (g/mol) = 638.6
- calculated total energy (hartree) = -1875.72360
- gap between HOMO and LUMO (alpha / beta) (eV) = 5.480 / 5.836

Positions of all 52 atoms, in Å:
Pt: -0.618 -1.092 -0.230
N: 2.647 -1.670 -0.803
C: 1.981 -2.822 -0.702
N: 2.669 -3.941 -0.752
C: 1.977 -5.082 -0.675
N: 2.623 -6.224 -0.741
N: 0.612 -5.154 -0.532
C: 0.018 -4.013 -0.480
N: 0.614 -2.787 -0.563
C: -1.450 -3.959 -0.319
C: -2.258 -5.074 -0.314
C: -3.632 -4.894 -0.196
C: -4.143 -3.609 -0.096
C: -3.274 -2.533 -0.094
N: -1.950 -2.715 -0.203
H: 3.638 -1.723 -0.986
H: 2.175 -0.792 -0.925
H: 3.626 -6.230 -0.848
H: 2.119 -7.096 -0.694
H: -1.808 -6.051 -0.411
H: -4.295 -5.749 -0.190
H: -5.205 -3.430 -0.010
H: -3.625 -1.514 -0.012
S: -0.813 -0.711 1.912
C: -0.495 0.992 1.854
N: -0.642 1.553 3.100
N: -0.336 2.728 3.450
C: 0.457 3.764 2.983
C: 0.219 4.996 3.632
C: 1.002 6.082 3.322
C: 2.051 5.927 2.419
C: 2.331 4.686 1.829
C: 1.538 3.599 2.092
N: -0.349 1.636 0.720
N: -0.389 0.835 -0.342
C: -0.365 1.455 -1.593
C: -0.264 0.622 -2.721
C: -0.293 1.168 -3.982
C: -0.400 2.553 -4.125
C: -0.479 3.383 -3.007
C: -0.468 2.846 -1.737
H: -0.772 2.935 4.354
H: -0.579 5.081 4.362
H: 0.823 7.037 3.797
H: 2.684 6.775 2.191
H: 3.191 4.585 1.183
H: 1.780 2.632 1.684
H: -0.137 -0.460 -2.626
H: -0.211 0.536 -4.855
H: -0.411 2.987 -5.116
H: -0.560 4.453 -3.138
H: -0.556 3.478 -0.865


Entry 5:
Computed, not measured: a single CH2O4S molecule in a non-equilibrium geometry, with ωB97M-V/def2-TZVPD.

Calculated values
- molecular weight (g/mol) = 110.1
- calculated total energy (hartree) = -738.41419
- gap between HOMO and LUMO (eV) = 11.052

Positions of all 8 atoms, in Å:
C: 1.005 -0.622 -0.106
O: -1.135 1.452 -0.308
O: -0.022 -0.854 -0.856
O: -1.382 -0.408 1.231
O: 1.205 0.347 0.612
S: -1.498 -0.060 -0.150
H: 1.970 -1.202 -0.467
H: -0.142 1.347 0.043


Entry 6:
Computed, not measured: a 2-piece molecular cluster, C11H15N overall in a non-equilibrium geometry, with ωB97M-V/def2-TZVPD.

Calculated values
- molecular weight (g/mol) = 161.2
- SMILES = Cc1c[nH]c2ccccc12.CC
- calculated total energy (hartree) = -482.82453
- gap between HOMO and LUMO (eV) = 8.938

Positions of all 27 atoms, in Å:
C: -0.329 -3.402 -4.336
C: 0.122 -1.961 -4.264
H: -1.452 -3.371 -4.068
H: -0.275 -3.861 -5.214
H: -0.022 -4.040 -3.459
H: -0.460 -1.238 -3.627
H: -0.029 -1.498 -5.261
H: 1.134 -1.984 -4.219
C: -0.852 1.139 3.859
C: -0.226 0.635 1.369
C: -0.097 1.388 2.591
C: 0.875 0.871 0.450
C: 1.055 2.112 2.428
C: -1.345 -0.709 -0.330
C: -0.187 -0.570 -1.143
C: -1.358 -0.154 0.924
C: 0.904 0.236 -0.778
N: 1.635 1.781 1.080
H: -2.197 -1.440 -0.644
H: -0.193 -1.111 -2.098
H: -2.173 -0.455 1.606
H: 1.793 0.274 -1.387
H: -0.852 2.264 4.336
H: -0.413 0.570 4.663
H: 1.773 2.712 2.978
H: 2.454 2.206 0.663
H: -1.912 0.989 3.555


Entry 7:
Computed, not measured: a single C5H15N5 molecule, with ωB97M-V/def2-TZVPD.

Calculated values
- molecular weight (g/mol) = 145.2
- calculated total energy (hartree) = -473.08446
- gap between HOMO and LUMO (eV) = 7.685

Positions of all 25 atoms, in Å:
C: -1.954 -0.589 1.006
C: -2.153 -0.580 -1.404
N: -1.255 -0.459 -0.268
N: -0.527 0.841 -0.436
N: -1.142 1.962 0.123
H: -1.905 2.228 -0.489
H: -2.387 -1.589 1.047
H: -2.757 0.146 1.140
H: -1.246 -0.489 1.828
H: -2.584 -1.582 -1.405
H: -1.585 -0.444 -2.324
H: -2.975 0.152 -1.384
C: 2.857 -0.300 0.834
C: 1.503 -0.887 -1.304
C: 1.638 -0.150 -0.017
N: 0.689 1.377 1.530
N: 0.707 0.655 0.383
H: -0.355 2.000 1.259
H: 1.532 1.941 1.593
H: 3.409 -1.194 0.549
H: 3.526 0.560 0.719
H: 0.926 -0.300 -2.017
H: 0.965 -1.825 -1.145
H: 2.490 -1.116 -1.707
H: 2.584 -0.359 1.890